(1)
DFT (ωB97M-V with the def2-TZVPD basis set) results for a 12-piece molecular cluster, C39H54O36 overall.

- 2S+1 = 1
- SMILES = C[C@H]1COC(=O)O1.C[C@H]1COC(=O)O1.C[C@H]1COC(=O)O1.O=C1OCCO1.O=C1OCCO1.O=C1OCCO1.O=C1OCCO1.O=C1OCCO1.O=C1OCCO1.O=C1OCCO1.O=C1OCCO1.O=C1OCCO1
- energy above the lowest of the compared OMol25 structures with the same formula, charge and spin (kJ/mol) = 538.6
- gap between HOMO and LUMO (hartree) = 0.3268

Positions of all 129 atoms, in Å:
C: -0.4863 1.3795 -4.3147
C: -1.7335 1.0966 -3.3771
C: -2.9027 2.1021 -3.2574
O: -4.0664 1.2790 -3.4867
C: -3.6787 0.0158 -3.6387
O: -4.3801 -0.9490 -3.4404
O: -2.3945 -0.0613 -3.7796
H: -0.0160 2.3276 -4.0538
H: -0.5505 1.5235 -5.3932
H: 0.2452 0.5829 -4.1793
H: -1.3720 0.8101 -2.3895
H: -2.7856 2.9265 -3.9608
H: -2.8159 2.5804 -2.2818
C: -2.3768 -3.5973 -1.4252
C: -3.6190 -3.3571 -0.5582
C: -4.8991 -3.4473 -1.4133
O: -5.6117 -4.5614 -0.8718
C: -4.9850 -5.0918 0.1716
O: -5.3196 -6.0689 0.8350
O: -3.7386 -4.5157 0.2679
H: -2.4385 -4.4830 -2.0575
H: -1.4241 -3.7318 -0.9129
H: -2.2087 -2.6938 -2.0113
H: -3.5643 -2.5068 0.1216
H: -4.5419 -3.7163 -2.4074
H: -5.2985 -2.4400 -1.5309
C: 0.9957 3.9015 -1.3992
C: 0.1088 4.4598 -0.3083
C: -0.1671 5.9589 -0.2041
O: -1.5742 5.9461 -0.4172
C: -2.1425 4.6424 -0.4467
O: -3.3279 4.2940 -0.6073
O: -1.1811 3.7793 -0.4129
H: 1.2142 2.8357 -1.3322
H: 1.9604 4.4087 -1.4097
H: 0.4771 4.0306 -2.3492
H: 0.4837 4.1325 0.6615
H: 0.5053 6.3675 -0.9584
H: 0.0231 6.3716 0.7866
O: 6.1051 -0.8547 2.8035
C: 5.6980 0.2272 2.4148
O: 4.5493 0.3411 1.6703
C: 4.4410 1.7150 1.2779
C: 5.6118 2.4726 1.9685
O: 6.3815 1.3639 2.4631
H: 4.5862 1.7332 0.1978
H: 3.4395 1.9593 1.6321
H: 5.3332 3.0385 2.8575
H: 6.2278 3.0393 1.2703
O: -8.0324 -0.5258 1.1367
C: -7.2867 0.2376 0.6292
O: -7.2768 0.3196 -0.6985
C: -6.1375 1.0494 -1.1551
C: -5.4716 1.5108 0.1621
O: -6.2557 0.8039 1.1281
H: -5.4618 0.3123 -1.5890
H: -6.4299 1.8626 -1.8194
H: -5.6017 2.5924 0.1279
H: -4.4021 1.3097 0.2237
O: -5.8673 4.8646 2.2234
C: -4.8804 4.2931 2.4412
O: -3.7494 4.8788 2.6749
C: -2.7398 3.9659 3.0100
C: -3.3715 2.5905 2.7954
O: -4.7043 2.9044 2.6424
H: -1.8394 4.1559 2.4258
H: -2.4758 4.0241 4.0659
H: -3.2126 1.8704 3.5981
H: -3.0340 2.1442 1.8600
O: -1.9394 -7.7262 3.1576
C: -1.3820 -6.6258 3.1684
O: -0.6411 -6.2528 4.2128
C: -0.4187 -4.8922 4.2062
C: -0.6561 -4.4817 2.7597
O: -1.6143 -5.4941 2.3828
H: -0.9387 -4.2485 4.9158
H: 0.6537 -4.8436 4.3952
H: 0.1968 -4.4541 2.0815
H: -1.0885 -3.4812 2.7725
O: 7.5065 -4.1280 -0.8712
C: 6.4770 -3.6108 -0.3957
O: 6.1441 -3.5851 0.8962
C: 4.7690 -3.4389 1.0062
C: 4.5619 -2.5458 -0.1872
O: 5.5753 -2.9040 -1.0781
H: 4.1478 -4.3344 1.0235
H: 4.5869 -3.0465 2.0067
H: 4.5594 -1.4675 -0.0280
H: 3.5856 -2.7664 -0.6187
O: 0.6147 2.9116 3.1704
C: 1.4846 2.6411 3.9811
O: 1.7328 3.3455 5.0761
C: 2.8162 2.8579 5.8541
C: 3.2407 1.7303 5.0067
O: 2.4487 1.7205 3.7890
H: 3.5445 3.5821 6.2191
H: 2.3680 2.3967 6.7341
H: 3.0735 0.7840 5.5212
H: 4.2683 1.9061 4.6883
O: 1.6117 -3.0681 -6.8605
C: 1.3191 -3.1022 -5.6797
O: 1.2995 -4.2311 -4.8819
C: 1.0810 -3.8038 -3.5118
C: 1.0055 -2.2360 -3.5956
O: 0.7895 -2.0212 -5.0238
H: 0.1506 -4.2061 -3.1112
H: 1.8948 -4.1600 -2.8802
H: 1.9704 -1.7812 -3.3713
H: 0.2482 -1.7685 -2.9662
O: -2.5796 -0.2088 -0.5909
C: -1.5433 -0.2868 -0.0237
O: -0.8563 0.7021 0.4018
C: 0.4434 0.2369 0.8540
C: 0.4794 -1.1736 0.5296
O: -0.8112 -1.4426 0.1131
H: 1.2818 0.8010 0.4454
H: 0.6312 0.3189 1.9246
H: 0.8199 -1.6668 1.4400
H: 1.0740 -1.5256 -0.3134
O: 1.9279 0.3943 -1.8988
C: 3.1021 0.6066 -2.1228
O: 4.0599 -0.3727 -2.2643
C: 5.2966 0.1975 -2.6332
C: 4.9733 1.6682 -2.8108
O: 3.7373 1.8315 -2.0699
H: 5.9882 0.0340 -1.8068
H: 5.7976 -0.2384 -3.4976
H: 4.7442 1.9578 -3.8364
H: 5.8308 2.2652 -2.5002

***

(2)
DFT (ωB97M-V with the def2-TZVPD basis set) results for C6H8MnO5 as an isolated structure.

- 2S+1 = 7
- expectation value of S² = 12.001
- charge = +1
- gap between HOMO and LUMO (spin up / spin down) (hartree) = 0.2755 / 0.3667

Positions of all 20 atoms, in Å:
Mn: 1.2914 -1.2774 -2.4095
O: 0.9234 -1.7513 -0.6315
O: 0.6694 -1.7917 1.5131
C: -0.3506 -2.3129 2.3780
C: -1.6406 -1.9072 1.6572
O: -1.1748 -1.5190 0.3588
C: 0.1528 -1.5250 0.3132
H: -0.2267 -3.3991 2.4527
H: -0.2352 -1.8482 3.3616
H: -2.1490 -1.0546 2.1195
H: -2.3358 -2.7427 1.5259
O: 0.7197 0.8701 -1.5646
C: 1.3037 2.1910 -1.7944
C: 0.2197 3.0949 -1.2251
O: -0.7459 2.1429 -0.6756
C: -0.3934 0.9276 -0.8694
H: 2.2563 2.2049 -1.2584
H: 1.4634 2.2781 -2.8723
H: -0.3037 3.6905 -1.9786
H: 0.5559 3.7292 -0.4007

***

(3)
DFT (ωB97M-V with the def2-TZVPD basis set) results for a 10-piece molecular cluster, C14H48N12O14 overall.

- 2S+1 = 1
- SMILES = NC(N)=O.NC(N)=O.NC(N)=O.NC(N)=O.NC(N)=O.NC(N)=O.OCCO.OCCO.OCCO.OCCO
- energy above the lowest of the compared OMol25 structures with the same formula, charge and spin (kJ/mol) = 304.9
- gap between HOMO and LUMO (hartree) = 0.3432

Positions of all 88 atoms, in Å:
N: 4.0156 1.9834 3.9993
C: 3.0378 1.1485 4.2707
N: 3.3053 0.3566 5.2663
O: 1.9658 1.0591 3.6719
H: 4.7040 2.2189 4.6998
H: 3.8715 2.6199 3.2285
H: 2.6559 -0.3913 5.4639
H: 4.2154 0.5409 5.6637
N: 1.8631 -0.7410 -5.1439
C: 1.2853 -1.3785 -4.1963
N: 0.0354 -1.0753 -4.0120
O: 1.8675 -2.1933 -3.5380
H: 1.3110 -0.0042 -5.5590
H: 2.7443 -1.0316 -5.5428
H: -0.4429 -0.3602 -4.5412
H: -0.4708 -1.6709 -3.3724
N: 4.5925 -0.4419 -2.1285
C: 5.5275 -0.5785 -2.9804
N: 5.0969 -1.1162 -4.0517
O: 6.6747 -0.1942 -2.7410
H: 3.6435 -0.6910 -2.3679
H: 4.8413 -0.0582 -1.2280
H: 4.1082 -1.1334 -4.2573
H: 5.7557 -1.2616 -4.8034
N: 0.7350 -1.8031 4.5026
C: -0.2888 -2.3235 5.1102
N: -0.0347 -3.4128 5.6502
O: -1.3701 -1.6883 5.1869
H: 1.5605 -2.3276 4.2505
H: 0.4992 -0.9062 4.1026
H: -0.5306 -3.8608 6.4075
H: 0.6166 -4.0562 5.2238
N: -2.0294 -2.0878 2.3507
C: -2.9770 -2.9273 2.0728
N: -4.0265 -2.8088 2.8717
O: -3.0121 -3.6575 1.1271
H: -1.9932 -1.6082 3.2388
H: -1.2708 -2.0242 1.6869
H: -4.0133 -2.3386 3.7655
H: -4.8042 -3.3838 2.5807
N: 1.6020 3.0699 0.0486
C: 2.9438 3.1636 0.1515
N: 3.5567 2.0848 -0.2053
O: 3.4504 4.1179 0.6609
H: 1.2736 2.2669 -0.4684
H: 0.9417 3.8175 0.2072
H: 4.5662 2.0784 -0.1743
H: 2.9422 1.3998 -0.6215
O: -2.0879 0.7461 0.2534
C: -2.7296 1.1347 1.4545
C: -4.2271 0.8424 1.4304
O: -4.9932 1.4467 0.3894
H: -1.1635 0.5622 0.4356
H: -2.2919 0.6632 2.3343
H: -2.5788 2.1946 1.6597
H: -4.6514 1.0135 2.4197
H: -4.2284 -0.1760 1.0417
H: -4.2769 1.4412 -0.2497
O: -2.2135 -1.5767 -2.2656
C: -3.3682 -1.4006 -2.9520
C: -4.5087 -1.5856 -1.9543
O: -4.4501 -2.8622 -1.3731
H: -2.0439 -0.9170 -1.5891
H: -3.4751 -0.4473 -3.4695
H: -3.4562 -2.2543 -3.6240
H: -5.4304 -1.3769 -2.4974
H: -4.6032 -0.8487 -1.1568
H: -3.7420 -2.9384 -0.7294
O: -0.6975 1.8581 -2.1992
C: -1.1267 2.7419 -3.2560
C: -1.6713 4.1008 -2.8537
O: -2.9214 3.8987 -2.1061
H: -1.3826 1.6201 -1.5702
H: -0.2869 2.7718 -3.9501
H: -1.8521 2.2319 -3.8899
H: -1.8161 4.7019 -3.7514
H: -0.9986 4.6015 -2.1575
H: -3.3411 4.7155 -1.8263
O: 1.5410 0.5776 -1.3003
C: 1.3642 -0.6256 -0.5602
C: 1.3708 -0.5779 1.0045
O: 0.4464 0.3596 1.4113
H: 0.6590 0.7222 -1.6505
H: 0.3994 -1.0935 -0.7561
H: 2.0441 -1.4444 -0.7956
H: 2.3296 -0.3098 1.4481
H: 1.1512 -1.5654 1.4103
H: 0.7671 0.6638 2.2635

***

(4)
DFT (ωB97M-V with the def2-TZVPD basis set) results for a single C16H11NO5S2 molecule.

- 2S+1 = 1
- SMILES = COC(=O)c1sccc1-c1ccc(/C=N/OC(=O)c2cccs2)o1
- gap between HOMO and LUMO (hartree) = 0.2839

Positions of all 35 atoms, in Å:
C: 1.0828 -4.1604 2.3993
O: 0.3062 -3.7284 1.2901
C: -0.2061 -4.7066 0.5296
O: -0.0293 -5.8819 0.7496
C: -1.0416 -4.2294 -0.5690
S: -1.9753 -5.4724 -1.3298
C: -2.7568 -4.3234 -2.3288
C: -2.3257 -3.0570 -2.1020
C: -1.3248 -2.9803 -1.0970
C: -0.7112 -1.7139 -0.7775
C: 0.5371 -1.3635 -0.3031
C: 0.5771 0.0352 -0.2859
C: -0.6488 0.4672 -0.7535
C: -1.1886 1.7720 -0.9564
N: -0.5103 2.8091 -0.6552
O: -1.1711 4.0011 -0.9354
C: -0.5589 5.1727 -0.6145
O: -1.0951 6.1855 -0.9898
C: 0.6751 5.1772 0.1600
C: 1.3475 4.2209 0.8801
C: 2.4924 4.7301 1.5138
C: 2.6767 6.0595 1.2719
S: 1.4560 6.7239 0.2773
O: -1.4190 -0.6007 -1.0583
H: 1.9613 -4.7113 2.0566
H: 1.3768 -3.2585 2.9298
H: 0.4921 -4.8127 3.0453
H: -3.4940 -4.6472 -3.0366
H: -2.6846 -2.1915 -2.6286
H: 1.3204 -2.0336 -0.0214
H: 1.3904 0.6626 0.0138
H: -2.1926 1.8313 -1.3754
H: 1.0215 3.2004 0.9487
H: 3.1508 4.1371 2.1230
H: 3.4693 6.6869 1.6293

***

Respective max |F| values: 4.8 4.0 9.2 1.7 eV/A.